# 1
70
Properties=species:S:1:pos:R:3:forces:R:3:lowdin_charge:R:1 method="wB97M-V/def2-TZVPD" total_charge=0 relative_energy_kcal_mol=3.5 lumo_energy_ev=0.2 smiles="CC[C@@H]1CCCCN1CCCNC(=O)CSc1nc2nc(C)c(Cc3ccccc3)c(C)n2n1" e_homo_ev=-7.850
S 1.206608 -1.877178 3.811439 0.21 -0.10 0.56 0.995
O -0.193452 0.565715 5.736863 0.32 0.18 0.33 0.047
N -1.586652 -1.060390 -0.298253 -0.62 0.07 -0.19 0.199
N 1.509289 -1.585541 1.180540 1.05 -0.15 0.71 0.095
N -1.455482 0.301043 3.872232 -0.37 0.09 -0.19 0.049
N -0.636389 -1.436502 1.858643 -0.25 -0.23 0.01 0.120
N -0.305119 4.023836 0.772623 -0.10 -0.04 0.00 -0.152
N 0.723093 -1.375968 0.123252 -1.37 0.10 0.24 0.000
C 0.037544 -3.427608 -3.779799 0.00 0.05 -0.02 -0.033
C 3.258164 5.183215 0.356292 -0.18 0.00 -0.16 -0.102
C 1.067965 -1.262885 -1.172194 -0.09 0.12 -0.57 -0.175
C 0.301404 -0.930958 -3.543046 0.02 -0.08 0.12 -0.098
C -0.801154 2.628249 -1.254876 0.08 0.21 -0.04 -0.172
C -0.336147 -1.626039 4.762042 0.34 0.15 -0.34 -0.350
C -0.641372 -0.132840 4.853187 -0.33 -0.44 -0.05 -0.585
C -0.910758 3.566728 1.997759 -0.01 -0.33 0.09 -0.186
C -0.894092 2.054422 2.273851 -0.14 0.32 0.16 -0.163
C 0.655220 -1.613541 2.197301 -0.29 0.09 -0.72 -0.685
C -0.993914 -4.406234 -5.712046 -0.03 -0.07 -0.05 -0.090
C 1.123801 3.807420 0.616612 0.12 0.24 -0.05 -0.316
C -1.197909 -3.141510 -6.236152 -0.04 -0.02 -0.08 -0.081
C -1.068764 3.904634 -0.447209 -0.08 -0.11 -0.12 -0.173
C 1.462323 2.556008 -0.216118 0.02 0.12 0.00 -0.134
C -0.787709 -2.023623 -5.531429 0.06 0.00 0.04 -0.049
C 0.693192 2.518934 -1.533274 -0.08 -0.11 0.13 -0.185
C 2.518681 -1.375223 -1.499486 0.04 -0.03 0.12 0.011
C -1.288149 -0.950294 -1.575988 0.01 -0.01 0.23 -0.265
C -0.375221 -4.546002 -4.481599 0.02 -0.09 0.01 -0.075
C 1.770921 5.081503 0.040999 0.17 -0.18 0.23 -0.207
C -2.439232 -0.711891 -2.494049 -0.03 -0.02 -0.03 -0.003
C -0.165470 -2.154156 -4.296658 0.03 -0.01 -0.15 -0.233
C -0.600332 -1.281107 0.545374 0.86 -0.10 -0.05 -0.335
C 0.037790 -1.043575 -2.067570 0.36 0.03 0.26 -0.142
C -1.615086 1.707143 3.576553 0.15 0.12 -0.03 -0.173
H 1.210291 1.662934 0.360490 0.03 -0.07 0.05 0.096
H -1.373993 1.516213 1.453376 0.05 -0.04 -0.08 0.098
H -2.681041 1.941830 3.494405 0.07 0.08 0.05 0.124
H -1.948367 3.913396 1.998579 0.01 0.06 0.08 0.121
H 2.536368 2.530620 -0.406052 0.08 -0.06 0.03 0.107
H 1.626887 5.125989 -1.038491 -0.07 0.07 -0.09 0.099
H 1.003311 3.349022 -2.171315 0.02 0.01 -0.10 0.109
H -0.208142 -0.050185 -3.939935 0.09 0.02 -0.03 0.118
H -1.190506 2.264688 4.414956 -0.12 0.00 -0.07 0.122
H 0.915520 1.591215 -2.067007 0.05 0.05 -0.06 0.087
H -1.316133 -5.279160 -6.259354 -0.03 -0.07 -0.04 0.102
H -3.357064 -0.704871 -1.914394 -0.02 0.01 0.00 0.087
H 3.663306 6.113299 -0.036017 0.12 0.05 -0.01 0.069
H -1.639733 -0.338101 3.102487 0.13 0.03 0.26 0.093
H 2.690395 -2.132081 -2.262491 0.00 -0.02 -0.06 0.090
H 1.371195 -0.799135 -3.718307 -0.04 0.12 -0.01 0.121
H -0.115752 -2.021257 5.752092 -0.05 0.05 -0.05 0.082
H -1.138775 1.750563 -0.700747 -0.05 -0.05 0.02 0.086
H -0.952303 -1.038609 -5.945194 -0.02 0.12 -0.02 0.114
H -1.129051 -2.190677 4.276919 -0.03 -0.03 0.10 0.078
H 1.534774 3.666757 1.622324 -0.02 0.01 -0.01 0.145
H 1.252145 5.935449 0.479678 -0.05 -0.02 -0.05 0.115
H -1.363568 2.672298 -2.190361 -0.07 -0.03 -0.04 0.108
H -2.489078 -1.493847 -3.249620 -0.05 -0.01 -0.11 0.084
H 3.422847 5.165235 1.431286 0.06 0.00 0.12 0.074
H -0.212677 -5.529285 -4.065748 0.01 -0.08 0.03 0.104
H -1.680440 -3.023668 -7.195078 -0.05 0.00 -0.08 0.103
H 3.813182 4.359905 -0.087493 0.14 -0.07 -0.02 0.063
H -2.329268 0.244722 -3.002496 -0.01 0.09 -0.11 0.083
H 2.900059 -0.422595 -1.866379 0.02 0.05 -0.04 0.094
H -0.817456 4.765329 -1.079985 -0.12 -0.02 -0.10 0.119
H -2.129618 3.974565 -0.198497 0.01 0.09 -0.02 0.121
H 3.059667 -1.642622 -0.595113 0.08 0.00 -0.09 0.076
H 0.140448 1.711729 2.352936 0.03 -0.08 -0.03 0.113
H 0.516410 -3.547871 -2.818494 0.03 -0.01 0.11 0.112
H -0.395657 4.069841 2.823855 -0.10 -0.01 0.06 0.126

***

# 2
71
Properties=species:S:1:pos:R:3:forces:R:3:lowdin_charge:R:1 method="wB97M-V/def2-TZVPD" total_charge=+2 lumo_energy_ev="-6.5 / -6.5" e_homo_ev="-12.256 / -12.258"
Te 1.402495 1.052823 -2.506687 -0.16 0.04 -0.01 1.299
Sc -1.637372 -1.343660 -0.396422 0.92 0.74 0.47 0.938
P -0.999882 1.156545 -0.546247 0.03 -0.05 0.27 0.784
P 0.934376 -1.014166 -0.299236 -0.34 -0.19 0.12 0.772
O -5.312528 -2.874846 -1.778339 -0.34 0.05 -0.02 0.064
O -3.521245 -1.708057 -1.067894 -0.70 -0.38 -0.28 -0.073
N 5.946775 2.329121 -1.276896 -0.47 -0.11 -0.12 0.081
N -3.367204 -3.901696 -1.549399 0.08 -0.14 -0.03 0.066
N -1.986686 -3.800594 -1.311015 -0.03 0.13 -0.14 0.059
C -2.973202 0.684219 3.615613 0.10 0.05 0.03 -0.034
C -0.492435 3.850390 -0.301364 0.02 0.12 -0.04 -0.089
C 4.333439 -3.014824 -1.264660 -0.02 0.03 0.02 -0.058
C -1.533890 5.551237 -1.648809 0.03 -0.01 0.03 -0.046
C -2.953846 0.394884 1.240306 -0.04 0.03 0.08 -0.166
C -1.240630 2.886608 -0.973702 0.09 -0.14 -0.21 -0.403
C 4.946863 -1.173808 0.170389 -0.02 -0.01 -0.01 -0.053
C 0.435641 -1.481912 1.426652 -0.04 -0.22 -0.06 -0.369
C -1.685234 0.979475 1.151994 -0.17 -0.23 -0.07 -0.379
C -2.272458 4.587251 -2.319426 0.02 -0.01 0.03 -0.057
C 4.880914 2.901804 -0.703944 0.24 -0.06 -0.02 -0.130
C -3.592798 0.222461 2.469858 0.05 0.05 -0.05 -0.045
C 4.429093 1.027715 -2.616160 0.16 -0.01 -0.04 -0.133
C 3.619778 -0.781198 0.245441 0.10 -0.01 -0.02 -0.092
C -1.076670 1.438480 2.318068 0.11 0.05 0.04 -0.073
C -4.076944 -2.775214 -1.453959 0.28 0.50 0.08 -0.520
C -1.727405 1.311381 3.531401 -0.05 -0.02 0.05 -0.033
C -6.167385 -1.682249 -1.706872 0.10 -0.16 -0.02 0.061
C 5.300782 -2.289696 -0.581010 -0.01 0.03 0.01 -0.047
C 2.650716 -1.515685 -0.435681 -0.04 0.09 -0.01 -0.399
C 0.893137 -0.881813 2.597940 0.05 0.09 0.01 -0.066
C -2.123380 3.248572 -1.983760 -0.10 0.01 -0.02 -0.093
C 5.704503 1.422097 -2.224926 0.15 0.13 0.12 -0.135
C -0.426610 -2.580007 1.543557 0.11 0.00 0.31 -0.197
C 0.487684 -1.366835 3.829402 -0.04 -0.02 0.04 -0.027
C -0.644582 5.184832 -0.641976 -0.03 -0.03 -0.01 -0.049
C 3.002533 -2.627920 -1.193134 0.04 -0.04 -0.02 -0.092
C 3.567231 2.593495 -1.028054 0.10 0.02 0.04 -0.128
C 0.737339 0.756028 -0.454508 -0.18 -0.16 -0.27 -0.885
C -0.866448 -3.054700 2.784070 0.05 0.06 -0.13 -0.045
C -0.408947 -2.434274 3.928732 0.09 0.11 0.05 -0.034
C 3.350627 1.624083 -1.993964 -0.11 0.01 0.07 -0.573
H -1.644806 6.594801 -1.914136 0.01 -0.03 0.01 0.118
H 2.247204 -3.182254 -1.738140 0.00 0.02 0.01 0.099
H -0.066695 5.940771 -0.126352 -0.02 -0.01 -0.02 0.116
H 4.615363 -3.875177 -1.857880 0.00 0.02 0.02 0.114
H 6.339490 -2.589124 -0.640869 -0.03 0.01 0.01 0.118
H -4.581492 -0.215576 2.521274 0.03 -0.01 -0.02 0.119
H 0.871231 -0.908678 4.733389 -0.01 -0.03 -0.02 0.127
H -0.580525 -3.192339 0.663904 -0.10 -0.23 -0.19 0.053
H -3.508702 0.212482 0.325382 -0.12 -0.09 -0.08 0.078
H -2.689209 2.491819 -2.514493 0.02 0.00 0.01 0.103
H 3.344484 0.110127 0.798017 0.01 -0.04 -0.01 0.105
H 4.302621 0.263678 -3.373738 0.02 0.02 0.04 0.100
H 5.091938 3.650047 0.052912 0.01 -0.02 -0.02 0.112
H -0.099691 1.905397 2.268233 -0.03 -0.03 -0.01 0.116
H -3.782578 -4.745310 -1.921669 0.02 0.00 -0.03 0.190
H -1.261380 1.698760 4.429936 -0.03 -0.02 -0.03 0.126
H -5.837138 -0.966785 -2.452122 0.03 0.03 -0.02 0.111
H 5.706933 -0.600762 0.685143 0.00 -0.01 -0.01 0.119
H -7.158204 -2.053672 -1.932300 -0.03 0.00 -0.01 0.112
H 1.585817 -0.049511 2.541642 -0.05 -0.03 0.00 0.119
H 2.742891 3.093790 -0.533016 0.06 -0.03 -0.02 0.089
H -1.491401 -3.921929 -2.193495 0.09 -0.01 0.02 0.132
H -1.710843 -4.564819 -0.700307 0.05 0.04 0.05 0.125
H 0.220288 3.561596 0.462890 -0.03 -0.01 -0.01 0.100
H -6.124220 -1.265182 -0.706766 0.02 0.00 0.04 0.103
H -0.714760 -2.797908 4.901259 0.02 0.03 -0.01 0.123
H 6.574255 0.973203 -2.693218 0.00 0.02 0.03 0.115
H -1.506158 -3.925846 2.852286 -0.01 0.03 -0.03 0.119
H -2.956064 4.874295 -3.108264 0.03 -0.01 0.03 0.116
H -3.464793 0.583758 4.575121 0.03 0.02 -0.02 0.122

***

# 3
23
Properties=species:S:1:pos:R:3:forces:R:3:lowdin_charge:R:1 method="wB97M-V/def2-TZVPD" total_charge=0 relative_energy_kcal_mol=0.0 lumo_energy_ev=0.2 e_homo_ev=-9.090
S -1.119189 0.204946 1.995853 0.67 0.85 0.79 0.679
F -2.904807 -1.369536 2.734299 0.10 -0.40 -0.10 -0.048
O -0.130116 -0.603153 2.630590 0.22 -0.04 -0.06 -0.251
O -0.440314 1.002827 0.799353 -1.07 -0.07 0.35 -0.214
O -1.839778 1.189190 2.719132 -0.30 -0.06 -0.17 -0.240
N -2.436015 -1.004363 1.474110 1.60 2.42 -0.90 -0.094
C -0.780805 -2.022920 -0.060568 -0.25 -0.28 0.08 -0.079
C 0.900116 0.868102 0.139137 -1.19 -1.50 0.67 -0.270
C 1.379191 2.277005 -0.120085 -0.36 -0.19 0.20 -0.027
C 1.205139 0.422946 -2.365153 -0.01 -0.12 0.09 -0.050
C -1.703132 -2.049111 0.907629 0.25 -1.28 -0.18 -0.166
C 0.589269 -0.006187 -1.061733 -0.04 0.00 -0.16 -0.224
C -0.184419 -1.100854 -1.041711 0.25 0.25 -0.36 -0.048
H -1.948409 -3.011789 1.341997 -0.02 0.07 0.00 0.127
H -0.451188 -3.027583 -0.320704 -0.12 0.00 0.16 0.112
H 1.050770 1.480486 -2.559359 0.00 0.09 -0.07 0.074
H 0.660649 2.809838 -0.737012 0.02 0.08 -0.09 0.094
H 2.348078 2.254743 -0.612099 0.05 -0.02 -0.06 0.093
H 0.796297 -0.144516 -3.196934 0.01 -0.03 -0.02 0.081
H 2.279603 0.241851 -2.328186 0.15 0.08 -0.10 0.093
H 1.540097 0.345424 0.859763 -0.03 0.08 -0.13 0.154
H 1.476020 2.801786 0.825914 0.05 0.03 0.06 0.093
H -0.287056 -1.559132 -2.024234 0.04 0.05 -0.02 0.110

***

# 4
11
Properties=species:S:1:pos:R:3:forces:R:3:lowdin_charge:R:1 method="wB97M-V/def2-TZVPD" total_charge=0 relative_energy_kcal_mol=53.9 lumo_energy_ev=-1.1 smiles="O=Cc1cncnn1" e_homo_ev=-9.578
O 2.802142 0.162449 -0.499586 -1.51 0.41 -1.01 0.045
N -1.849818 0.339282 -0.531700 0.03 -0.44 2.03 0.037
N -1.019845 -0.584877 1.558507 -0.12 1.50 -2.08 0.092
N -0.637755 0.217652 -0.975152 1.26 1.32 -2.29 0.030
C 0.216494 -0.677258 0.977753 1.11 3.17 0.55 -0.040
C 0.475647 -0.014274 -0.272791 -3.86 -1.61 1.02 -0.234
C -1.992721 0.099088 0.787457 2.63 -2.32 -0.06 -0.124
C 1.699099 0.341937 -1.000060 2.01 0.18 -0.45 -0.205
H 1.189910 -0.794777 1.562241 -1.84 -1.09 -0.24 0.142
H -2.960157 0.351319 1.180717 -0.04 -0.15 0.58 0.099
H 1.513918 0.842504 -2.062003 0.34 -0.97 1.95 0.158

***

# 5
76
Properties=species:S:1:pos:R:3:forces:R:3:lowdin_charge:R:1 method="wB97M-V/def2-TZVPD" total_charge=+2 relative_energy_kcal_mol=101.5 spin_multiplicity=5 lumo_energy_ev="-6.9 / -9.5" e_homo_ev="-11.287 / -12.765"
Os 0.172538 2.070030 -1.470431 -0.93 -2.70 7.42 1.522
P 1.689445 -0.860372 1.009755 0.65 2.05 0.63 1.085
P -1.875229 -0.836673 1.051686 -3.19 2.05 -2.55 1.094
O -2.639306 1.198146 2.692607 2.11 -2.07 -0.72 0.099
O -1.148356 -0.072511 3.733630 0.48 -0.46 -0.82 -0.042
N 2.646363 -1.777040 2.062851 0.24 -0.64 0.39 -0.325
N -3.169080 0.023805 0.059645 1.63 0.49 -0.41 -0.180
N 3.242943 -0.350221 0.114583 -0.05 -0.39 -0.48 -0.157
N -3.144300 -1.809991 1.678032 0.91 -1.04 0.01 -0.231
C 3.279348 -1.186308 3.181882 -0.41 -0.82 -0.16 -0.125
C -0.657827 0.830263 -2.774341 -1.43 0.38 -2.51 -0.344
C -4.309918 -0.409720 -0.621300 -0.63 0.49 -0.31 -0.131
C 4.164870 -1.298437 -0.323985 -1.56 0.94 0.46 -0.007
C 3.903510 0.878526 0.182883 -1.74 -1.48 0.03 -0.013
C -0.975321 3.255218 -3.775515 -1.16 0.48 -0.41 -0.158
C 0.708410 -1.918662 -0.150920 0.64 -0.58 -0.56 -0.339
C -1.324079 2.137132 -2.780342 -0.60 -0.13 -1.84 -0.276
C 4.007262 -3.324837 2.966296 -0.42 0.38 -0.69 -0.036
C 1.755051 2.284722 -2.657245 0.66 0.77 -0.17 -0.279
C 5.183328 0.724939 -0.343408 1.25 -2.12 -0.74 0.021
C 5.352669 -0.653302 -0.647611 0.74 2.16 0.14 0.034
C -2.757903 -3.037371 2.204849 -1.10 -0.18 0.89 -0.154
C 3.181991 -3.047751 1.887075 0.29 -0.29 0.92 -0.144
C -3.781282 -3.500642 3.004208 0.80 0.27 -0.72 -0.053
C -4.426477 -1.494174 2.165853 0.09 -0.91 0.35 -0.082
C -3.144395 1.409331 -0.030434 -0.78 0.19 -0.13 -0.205
C 0.356415 2.144101 0.626344 0.48 0.34 0.50 -0.288
C -0.859242 -1.994295 -0.075784 -0.25 -0.68 0.08 -0.288
C -4.320522 1.850161 -0.612782 1.00 -0.17 0.03 -0.081
C 0.152461 4.195256 -3.341778 0.52 0.78 0.35 -0.183
C -1.850436 0.266056 2.619129 -1.44 1.61 2.82 -0.518
C 1.454763 1.496310 -3.922831 0.64 -0.46 -1.24 -0.177
C -5.038791 0.700188 -1.054005 1.26 -0.68 0.77 -0.055
C 0.247337 0.536028 -3.924703 0.22 -0.80 -0.29 -0.187
C -4.858462 -2.562779 2.932058 1.24 0.72 -0.58 -0.029
C 4.070115 -2.147037 3.777351 -0.38 0.40 -0.57 -0.042
C 1.054318 3.566787 -2.307590 1.60 0.76 -2.00 -0.333
C -0.246131 -1.221647 3.797762 -0.57 0.41 -0.30 -0.035
H -0.699314 -2.016253 4.412454 0.10 0.43 -0.30 0.114
H -0.492621 2.822011 0.791804 0.06 0.28 0.19 0.008
H 2.314536 0.860630 -4.153594 0.14 0.40 0.01 0.118
H -1.264053 0.009072 -2.431192 -0.22 -0.16 0.53 0.094
H 3.896748 -2.345889 -0.316618 0.20 0.19 -0.35 0.118
H -1.798415 -3.443495 1.933640 -0.06 -0.24 0.26 0.092
H -4.546861 -1.454816 -0.742111 0.10 0.02 0.13 0.115
H 0.567503 -0.513481 -3.880369 0.23 0.22 0.24 0.111
H 3.401061 1.734067 0.617971 0.10 -0.05 -0.15 0.126
H -0.190454 5.142425 -2.909893 -0.42 -0.30 -0.06 0.124
H -1.228171 -1.681922 -1.070321 -0.04 0.23 0.61 0.067
H -0.304981 0.547837 -4.880950 0.17 0.41 0.32 0.137
H 2.937584 -3.623115 0.998733 -0.12 -0.17 0.54 0.105
H 4.629845 -2.013198 4.694818 -0.04 -0.04 -0.22 0.117
H 1.489203 4.253121 -1.566749 0.22 -0.28 -0.35 0.127
H -0.784754 2.901931 -4.807820 -0.34 -0.03 0.61 0.128
H 0.727124 4.522363 -4.204711 0.23 -0.13 -0.18 0.128
H -5.828390 -2.673217 3.371986 -0.18 0.10 0.17 0.108
H -4.929867 -0.576388 1.914887 0.14 -0.01 -0.06 0.122
H 0.164503 1.242657 1.247372 0.31 0.77 -0.76 -0.080
H 5.925455 1.485176 -0.495970 0.05 0.21 0.11 0.127
H -0.054410 -1.605326 2.777328 -0.08 -0.03 0.40 0.022
H 1.269231 2.648919 0.987057 -0.33 -0.07 0.05 0.003
H -3.710210 -4.403300 3.571294 -0.30 -0.38 0.10 0.101
H 6.229830 -1.128731 -1.051479 0.09 0.04 0.00 0.130
H -1.865676 3.897680 -3.766976 0.08 -0.34 -0.57 0.126
H 2.808061 2.186202 -2.328896 -0.73 -0.06 0.29 0.111
H 0.881121 -1.487703 -1.156614 0.45 -0.15 0.50 0.073
H 1.341050 2.172785 -4.760367 0.18 0.29 -0.21 0.114
H 0.700447 -0.877732 4.235532 -0.41 -0.08 -0.16 0.090
H 3.083765 -0.145950 3.418006 -0.07 -0.29 0.16 0.115
H -2.347218 2.154194 -2.409172 0.21 0.04 0.33 0.101
H -1.236843 -3.028531 -0.018963 0.44 0.19 0.31 0.085
H -4.622477 2.887533 -0.690962 0.09 -0.18 -0.17 0.109
H 1.180783 -2.918009 -0.140411 -0.60 0.20 -0.23 0.079
H 4.503641 -4.265337 3.151699 0.04 0.10 -0.05 0.113
H -2.300973 1.952949 0.368900 -0.45 0.03 0.20 0.060
H -5.941853 0.717609 -1.642819 -0.05 -0.25 0.18 0.106